This record from OMol25 describes the molecule C2H3NOS2. The level of theory is ωB97M-V/def2-TZVPD.

Geometry (Å):
C (-0.81, -1.02, 1.03)
C (-0.01, 0.68, -0.50)
N (0.12, -1.84, 0.84)
O (-0.79, 0.29, 0.54)
S (1.17, -1.79, -0.31)
S (1.07, 2.05, -0.23)
H (-1.53, -1.29, 1.66)
H (-0.41, 0.54, -1.54)
H (1.17, 2.38, -1.49)

energy relative to the best compared isomer or geometry (same formula, charge and spin) = 3.6458 eV
multiplicity = 1
electronic energy = -27327.1312 eV
E_HOMO (spin up / spin down) = -8.19 / -7.98 eV

Löwdin atomic charge list, values in e, 5 entries:
1 C -0.284
2 C -0.612
3 N -0.494
4 O -0.130
5 S 0.681